Record 1
Here is a structure of composition C30H48P2Rh in a non-equilibrium geometry from OMol25. Energies are from wB97M-V/def2-TZVPD.

Geometry as XYZ:
```
81
Properties=species:S:1:pos:R:3:forces:R:3:lowdin_spin:R:1
C -0.2598 2.5433 3.1949 -0.054 0.717 0.234 -0.01
C -1.7306 0.4520 3.4755 0.669 0.222 -0.129 0.30
C 0.9261 -3.6329 -1.0041 -0.374 -1.335 -0.113 0.09
C 0.3956 -4.9534 -0.9102 -0.089 1.157 0.025 0.04
C -2.7290 1.2879 -0.8048 -0.036 0.113 -0.077 0.00
C 0.5663 -2.5055 3.4017 0.163 -0.364 0.101 0.03
H 2.3968 -1.7175 -0.3504 0.227 0.252 -0.285 0.02
H 1.1531 -2.6431 4.3249 -0.103 -0.047 -0.252 0.01
H -0.3037 3.6239 -0.9521 0.554 -0.576 -0.119 0.00
H 2.5324 3.0920 0.7043 0.038 -0.287 0.287 0.01
Rh 1.3894 1.5679 -1.1288 1.371 -4.763 2.828 1.00
H 1.4878 1.7419 1.3404 0.563 0.226 -0.014 0.00
H 1.1229 4.7605 -3.0001 0.111 -0.452 0.377 0.01
C 2.3135 2.0174 0.6629 -0.624 0.409 0.353 0.15
C 2.0100 0.2082 3.3801 0.285 0.023 0.034 0.04
C -3.0436 1.1252 3.5330 -0.270 0.208 -0.155 0.06
H 3.5642 3.9120 -1.6759 -0.294 -0.457 -0.301 0.00
C 0.2745 -2.6313 -0.3366 0.052 -0.813 0.818 0.64
H 3.3992 -1.8685 -1.8097 -0.116 0.109 0.003 0.02
H -3.4006 -2.3252 -0.2214 -0.073 0.297 0.099 0.00
H 0.7369 2.7937 2.8184 -0.204 0.002 0.163 0.00
H -1.1283 -2.0401 1.2056 0.101 -0.194 -0.235 0.01
H 2.4195 -0.1326 4.3492 -0.213 0.139 -0.281 0.01
H -2.2626 -0.3479 -3.0336 0.285 -0.241 0.118 0.00
C -0.2823 -1.2829 -2.9232 0.036 -0.642 -0.676 0.04
H -0.1125 -2.3680 -2.9790 0.011 0.412 -0.004 0.00
H 3.7848 1.6910 -1.6405 0.120 -0.240 -0.676 0.01
C -1.3790 -4.1032 0.5243 0.906 0.410 -0.354 0.03
H 0.1095 3.0496 -4.4340 -0.235 -0.405 0.410 0.00
H -4.3054 -0.7926 -0.5402 0.037 -0.458 0.264 0.00
H -3.3608 -1.8927 3.0143 -0.012 -0.146 0.146 0.00
H 2.4930 -0.4215 2.6137 -0.096 0.203 0.158 0.01
C -2.5807 -1.9566 3.7850 -0.565 -0.246 0.127 0.00
H -3.7883 0.5766 2.9458 0.003 0.030 0.080 0.01
H -1.2755 -6.1249 -0.1981 0.203 0.114 0.044 0.00
H -3.6147 1.3131 -0.1552 0.204 0.136 -0.226 0.00
H -0.3845 3.0450 4.1664 0.072 0.021 -0.210 0.00
H -0.4840 1.3734 -4.4512 0.161 0.395 0.331 0.00
H -0.2837 -0.9239 -3.9702 0.310 -0.054 0.470 0.01
H -3.0819 -1.8029 4.7529 0.070 -0.097 -0.210 0.00
H 2.2917 2.3872 -4.7477 -0.289 -0.322 0.302 0.00
H 1.6170 0.8568 -5.2221 -0.109 0.061 0.272 0.00
C 2.3362 0.9232 -3.1700 0.667 -0.811 -1.245 0.07
H 1.2675 -2.5862 2.5519 -0.209 0.035 0.290 0.01
C -0.4689 1.0836 3.3147 1.631 -1.261 -0.036 0.02
C 2.7553 -1.1844 -1.2440 0.193 -1.343 0.308 0.10
H -0.1501 -3.3325 3.3198 0.274 0.145 0.074 0.00
H -2.2797 -1.9719 -2.3618 0.380 0.130 -0.165 0.00
C 2.8506 3.4731 -2.3992 0.299 0.999 -0.293 0.01
C -1.5243 -0.9489 3.5633 2.439 -1.311 -0.351 0.05
H -2.9841 2.1444 3.1455 -0.042 -0.060 0.056 0.00
P -1.9653 -0.3859 -0.6139 1.398 1.004 0.383 0.02
C 0.0297 2.0677 -2.4712 -2.066 1.870 -1.424 0.11
H -3.5320 -1.0727 1.0521 0.007 -0.047 -0.291 0.00
H -0.9949 2.9991 2.5151 0.187 -0.053 0.072 0.00
H -3.0275 1.4660 -1.8474 -0.096 0.159 0.326 0.00
H 2.3117 1.2478 3.2214 0.051 -0.283 0.144 0.00
H 3.0978 0.1798 -3.4616 0.123 0.586 0.069 0.02
H -2.3073 -4.2767 1.0646 0.264 0.071 0.108 0.01
C -3.4410 -1.2463 -0.0286 -0.758 -0.260 -0.327 0.01
C -0.7624 -2.8186 0.5377 -0.887 -0.966 0.086 0.08
C -0.1283 -1.1968 3.4176 -3.098 -0.658 0.599 0.20
C 0.5319 0.0618 3.3386 -0.978 2.673 -0.207 0.24
H -0.8171 1.4456 -2.2183 -0.473 0.759 0.203 0.01
C -1.7231 -1.0227 -2.3475 -0.235 0.247 -0.054 0.01
C 2.8953 1.9675 -2.2160 0.898 0.121 0.719 0.01
H -3.4368 1.1867 4.5542 0.082 -0.060 -0.028 0.02
C 0.2535 2.0499 -3.9803 0.335 0.011 -0.639 0.02
C 0.4390 3.1845 -1.6491 -2.754 1.420 -0.786 0.08
H 1.6434 4.9094 -1.3226 -0.212 -0.406 -0.415 0.00
H -2.0337 2.0734 -0.4696 -0.326 -0.250 -0.208 0.00
H 3.3644 -0.3370 -0.8881 -0.483 -0.123 -0.439 0.01
P 1.2799 -0.5639 -2.1468 -0.081 3.122 0.671 0.32
H 3.2079 1.4064 0.8579 -0.260 0.186 -0.118 0.03
C -0.7889 -5.1523 -0.1973 -0.090 0.310 0.033 -0.02
C 1.6503 1.5638 -4.3817 0.366 -0.441 -0.141 0.01
H -2.1803 -2.9738 3.7819 -0.089 0.108 -0.009 0.00
C 1.4645 4.1646 -2.1232 0.952 0.781 -0.514 0.02
H 1.8049 -3.4574 -1.6083 0.034 -0.135 -0.028 0.01
H 0.9008 -5.7648 -1.4248 -0.133 0.075 0.060 0.01
H 3.2681 3.7426 -3.3692 -0.107 0.135 -0.213 0.00
```
Positions in Å, forces in eV/Å.

## Properties
Relative energy (zero: lowest compared OMol25 entry of this formula, charge and spin) = 276.24 kJ/mol
Largest force on an atom = 5.7 eV/Å
2S+1 = 5
Net charge = +1
<S²> = 6.04
Orbital gap (alpha / beta) = 6.2 / 4.4 eV
Electronic energy = -53458.5110 eV
HOMO (alpha / beta) = -9.29 / -9.19 eV

=====

Record 2
Here is the molecule C2H2O3S in a non-equilibrium geometry from OMol25. Energies are from wB97M-V/def2-TZVPD.

Geometry as XYZ:
```
8
Properties=species:S:1:pos:R:3:forces:R:3:nbo_charge:R:1
C 0.3556 0.4554 0.8954 -0.812 -0.174 -0.254 0.69
H -2.1919 -0.6762 -1.6634 0.684 0.261 0.354 0.15
C -0.1568 -0.1868 -0.4300 -0.334 -0.442 -0.999 0.28
O -0.3778 0.9917 1.6890 0.947 -0.471 -0.810 -0.52
S -1.8855 0.0693 -0.5618 -0.626 -0.091 -0.047 0.07
H 2.0447 -0.1892 0.2873 -0.089 -0.428 -0.855 0.51
O 0.5599 -0.7586 -1.2267 -0.281 0.572 1.087 -0.54
O 1.6517 0.2943 1.0101 0.510 0.773 1.524 -0.64
```
Positions in Å, forces in eV/Å.

## Properties
Relative energy (zero: lowest compared OMol25 entry of this formula, charge and spin) = 38.52 kJ/mol
Largest force on an atom = 1.8 eV/Å
Net charge = 0
Orbital gap = 10.0 eV
Electronic energy = -19084.0455 eV
HOMO = -10.49 eV

=====

Record 3
Here is the molecule C11H16NP in a non-equilibrium geometry from OMol25. Energies are from wB97M-V/def2-TZVPD.

Geometry as XYZ:
```
29
Properties=species:S:1:pos:R:3:forces:R:3:nbo_charge:R:1
C -2.7741 2.1513 -1.4115 0.265 -0.537 1.239 -0.17
H 0.2054 0.0686 0.2185 1.188 1.064 1.623 0.19
H -4.3089 -0.5608 -2.5134 0.873 0.390 0.242 0.18
H 2.9298 -0.6543 -0.2953 -0.259 -0.286 -0.160 0.22
C -3.5090 0.0891 -2.0733 -2.368 -2.088 -1.027 0.04
H 0.3922 2.0894 -0.3076 0.860 0.064 -0.230 0.22
H 2.0099 -4.2878 0.3695 0.747 0.298 0.792 0.22
H 3.6341 -1.9145 0.7980 -0.732 0.579 -0.862 0.21
H -1.2475 3.9670 1.2135 -0.971 2.290 -0.017 0.21
N -2.4578 -0.5358 -1.6217 0.901 -0.798 0.315 -0.41
H -0.8259 3.3449 -0.8300 1.149 1.148 -1.194 0.21
C 2.8097 -1.6889 0.0416 3.960 -1.887 -1.121 -0.61
H -2.6693 3.1793 -1.1793 -1.193 1.322 -0.611 0.20
C -0.5775 2.5116 -0.2366 -3.586 -1.379 0.554 -0.43
H 1.3193 -1.4332 1.3889 -0.949 1.312 2.039 0.21
C -0.3569 -0.5765 -0.3564 -1.841 -0.891 -2.199 -0.63
H 2.0806 -3.7647 2.2303 1.163 0.279 -0.685 0.23
C -1.6895 1.5365 -0.7948 1.849 0.043 -0.970 -0.02
C 1.7169 -3.6251 1.2051 -2.524 1.260 -0.622 -0.64
P 0.2170 -2.1386 -0.6361 -0.992 1.081 0.331 0.75
H -1.8806 2.2767 1.5359 1.497 1.551 -0.418 0.22
C 1.5533 -2.0871 0.6335 -0.378 -3.910 -0.081 -0.52
H 0.6975 -3.9957 1.4010 -0.176 0.212 -0.282 0.21
H 3.0439 -2.4805 -0.7926 -0.170 1.843 0.962 0.20
H -4.7793 1.7458 -2.2325 -0.394 0.609 -0.508 0.23
C -3.8014 1.4120 -1.9903 1.350 1.104 1.021 -0.26
H -0.1202 2.8594 1.9414 -1.932 0.032 -1.524 0.20
C -1.0192 2.9680 1.1592 1.899 -4.147 2.886 -0.61
C -1.5330 0.1544 -0.9595 0.764 -0.560 0.505 0.15
```
Positions in Å, forces in eV/Å.

## Properties
Relative energy (zero: lowest compared OMol25 entry of this formula, charge and spin) = 271.44 kJ/mol
Largest force on an atom = 5.4 eV/Å
Net charge = 0
Orbital gap = 8.2 eV
Electronic energy = -22442.3474 eV
HOMO = -8.40 eV

=====

Record 4
Here is a cluster of 3 separate species, C3H11NO3 in total in a non-equilibrium geometry from OMol25. Energies are from wB97M-V/def2-TZVPD.

Geometry as XYZ:
```
18
Properties=species:S:1:pos:R:3:forces:R:3:nbo_charge:R:1
H 0.2110 0.7534 -1.0539 0.926 -0.241 -0.364 0.20
H 3.5283 0.5567 -1.0639 -2.366 -0.077 -0.180 0.24
H 2.4720 1.5584 0.0931 -0.052 -2.217 -1.669 0.22
H -1.1939 1.6377 3.9634 -0.121 2.005 1.813 0.47
H -1.9305 0.3756 3.5462 1.117 0.970 -0.407 0.48
H -3.6184 -0.6266 0.9859 -0.709 1.130 1.438 0.47
O 1.2974 -0.8651 -3.1755 -0.016 0.085 0.770 -0.50
H 2.2190 1.9363 -1.4770 0.632 -2.536 -0.174 0.22
O -4.0814 0.0341 1.5903 1.888 -2.341 -0.440 -0.93
H 0.5234 -2.0152 -1.6201 0.723 1.229 -0.744 0.08
H 0.4180 0.0358 1.1945 1.109 -0.997 -2.141 0.40
C 2.4299 0.9035 -0.9365 -0.336 4.387 2.203 -0.66
C 0.9992 -1.0106 -2.0238 -0.834 -0.685 1.203 0.47
O -1.1502 0.9599 3.3472 -0.980 -2.984 -1.529 -0.95
C 1.0747 0.0560 -0.8728 0.578 0.249 -0.846 -0.16
H 0.4312 -1.4883 0.5257 0.309 0.467 -0.886 0.37
H -4.5841 0.4982 0.9572 -1.150 1.186 -0.954 0.47
N 0.8535 -0.5638 0.4074 -0.718 0.369 2.905 -0.89
```
Positions in Å, forces in eV/Å.

## Properties
Relative energy (zero: lowest compared OMol25 entry of this formula, charge and spin) = 301.74 kJ/mol
Largest force on an atom = 4.9 eV/Å
Net charge = 0
Orbital gap = 9.6 eV
Electronic energy = -10919.8782 eV
HOMO = -9.15 eV

=====

Record 5
Here is a cluster of 16 separate species, H32O16 in total in a non-equilibrium geometry from OMol25. Energies are from wB97M-V/def2-TZVPD.

Geometry as XYZ:
```
48
Properties=species:S:1:pos:R:3:forces:R:3:nbo_charge:R:1
H 2.0370 -0.0135 -2.4809 0.351 0.657 0.491 0.49
H -2.7219 2.1116 -3.5027 0.212 -0.231 0.202 0.48
H -0.5669 -1.5923 -2.0040 -0.412 0.094 0.397 0.48
O -3.4425 1.6555 -3.0587 -0.504 0.452 0.327 -0.96
H 0.1899 -5.7700 -1.1486 -0.376 0.072 0.198 0.48
H -1.9646 -3.2499 1.8364 0.063 -0.138 0.655 0.47
H 3.4203 0.2419 -0.2551 0.156 -0.519 0.220 0.46
H 0.9410 2.9741 -1.7445 -0.089 0.070 -0.234 0.48
O 0.9699 2.5809 1.1446 0.075 -0.732 0.273 -0.95
H -1.8106 2.7670 -1.4806 0.398 -0.390 -0.183 0.46
H -3.1322 1.2012 -2.2581 0.256 -0.153 -0.806 0.48
H -2.3253 4.0728 -1.1630 0.281 0.526 0.269 0.48
H 3.4023 0.7547 4.9495 -0.330 -0.509 0.136 0.48
O -0.3514 2.3726 4.7595 -1.585 -0.231 0.247 -0.93
H -4.9807 0.0119 -0.1413 -0.398 0.235 0.201 0.48
O -4.3131 -0.5764 0.2060 0.005 -0.220 -0.261 -0.96
O -1.9211 -0.9627 0.9854 0.413 0.653 0.067 -0.98
O 2.6000 -4.1068 -0.9475 0.667 0.329 0.364 -0.95
H 0.6885 3.4292 0.7916 -0.066 -0.213 -0.295 0.49
H -2.8979 -0.8992 -1.1548 -0.712 -0.313 0.196 0.51
H 0.6529 -1.4504 -2.7926 0.505 -0.086 0.208 0.47
H 2.8540 -3.3091 -1.4239 -0.033 0.045 0.074 0.47
H -2.4004 -2.7733 0.5062 0.025 -0.626 -0.020 0.48
O 0.3748 -1.4347 -1.8659 -0.426 0.020 -0.612 -0.96
O -1.4874 3.5926 -1.1109 -0.792 0.040 -0.043 -0.94
H -1.1496 2.8254 5.0740 0.599 0.739 0.463 0.47
H -0.8672 1.6665 4.3466 0.936 -0.502 -0.482 0.47
H -4.2514 -0.4742 1.1584 -0.142 0.119 -0.009 0.49
O 0.7349 2.1098 -2.1205 0.265 -0.185 0.190 -0.94
H 1.8609 -4.4405 -1.4404 -0.677 -0.320 -0.537 0.48
O 3.8290 0.8583 0.3634 -0.531 0.158 -0.597 -0.92
O -2.8189 -0.8683 -2.1142 1.126 0.139 -0.347 -1.00
O 0.1211 -5.6748 -2.1004 0.464 -0.072 -0.396 -0.95
H -1.6570 -0.0397 0.9721 -0.139 0.339 0.024 0.48
H 2.1472 3.9671 2.8910 0.082 -0.376 0.660 0.48
H 3.9276 -0.6957 4.5125 -0.508 0.074 0.293 0.48
O -1.9304 -3.5165 0.9226 -0.275 0.071 -0.695 -0.94
H 0.9365 3.6683 3.9424 0.631 -0.293 -0.083 0.50
O 1.2096 3.9875 3.0774 -0.633 1.321 -0.056 -0.98
H 0.1801 1.7130 -1.4425 -0.081 -0.149 -0.061 0.46
H -1.0901 -1.4190 0.8493 0.480 -0.402 0.037 0.50
H 1.1866 1.9331 0.4779 -0.090 0.189 -0.671 0.45
H 3.3273 1.6505 0.1317 0.316 0.319 0.400 0.46
H 3.6320 -0.1326 -2.2444 -0.270 0.523 0.044 0.48
O 2.8521 -0.4790 -2.6788 0.168 -0.970 -0.585 -0.97
H -3.5979 -1.2098 -2.5582 -0.158 -0.040 0.415 0.49
O 4.0717 0.2501 4.4877 0.830 0.449 -0.414 -0.95
H -0.6854 -5.1974 -2.3065 -0.079 0.036 0.335 0.48
```
Positions in Å, forces in eV/Å.

## Properties
Relative energy (zero: lowest compared OMol25 entry of this formula, charge and spin) = 639.19 kJ/mol
Largest force on an atom = 1.6 eV/Å
Net charge = 0
Orbital gap = 9.9 eV
Electronic energy = -33278.3092 eV
HOMO = -10.42 eV

=====

Record 6
Here is a structure of composition C11H12CrN3O5P in a non-equilibrium geometry from OMol25. Energies are from wB97M-V/def2-TZVPD.

Geometry as XYZ:
```
33
Properties=species:S:1:pos:R:3:forces:R:3:lowdin_spin:R:1
H 2.1746 1.1187 3.0140 0.014 -0.255 -0.140 0.00
H -2.4542 0.1365 2.9353 0.050 -0.210 -0.104 0.00
C 1.1288 1.3572 3.2094 0.557 0.420 0.715 0.04
C -1.6074 0.7823 3.1661 -0.829 0.322 0.772 0.04
C 1.1446 -1.6446 0.3382 5.294 -7.379 3.475 0.06
O 2.4782 1.5841 0.0300 -5.610 -3.732 -1.197 0.13
C 0.2484 -1.3616 3.5970 0.068 -0.650 1.154 0.05
O -2.3815 -1.9983 0.5523 5.691 4.721 -2.827 0.13
C -1.2101 -0.3927 5.2571 -0.393 0.268 0.329 0.01
H 0.9740 2.3668 2.8136 -0.280 -0.231 -0.303 0.00
C 1.1676 0.0989 5.2845 0.179 0.458 0.320 0.01
O -0.0718 -0.2522 -4.7340 0.076 -0.243 1.001 0.00
H 2.1367 -0.2760 4.9411 -0.090 0.029 0.218 0.00
H -1.8455 1.7702 2.7522 0.325 -0.166 -0.179 0.00
H -0.4781 -2.1616 3.4404 -0.250 0.239 -0.302 0.00
N 0.1365 -0.8830 4.9424 -0.204 0.306 0.049 0.16
C -0.4338 1.8863 4.9858 0.019 -0.247 -0.569 0.01
H -1.9462 -1.1220 4.8980 0.129 0.116 0.228 0.00
H -0.6154 2.8142 4.4325 -0.017 -0.047 0.290 0.00
Cr 0.0124 -0.1239 0.4562 0.125 -0.122 -5.501 2.66
H 1.2230 -1.8374 3.4692 0.164 0.359 -0.341 0.00
H 1.1951 0.2516 6.3790 -0.079 -0.104 -0.551 0.00
H -0.4899 2.0690 6.0629 0.015 -0.100 -0.213 0.00
C 1.4998 0.9212 -0.0788 7.912 5.143 0.976 0.08
C -0.0010 -0.4653 -3.6295 -0.078 0.264 -0.896 0.01
C -0.9932 1.3552 -0.2436 -4.985 7.284 0.822 0.07
N -1.4726 0.9054 4.5881 0.530 -0.203 0.870 0.11
C -1.4891 -1.2701 0.2110 -7.707 -6.321 3.222 0.07
H -1.3190 -0.2631 6.3492 0.119 -0.044 -0.556 0.00
O -1.6237 2.3547 -0.2005 3.494 -5.458 -0.903 0.12
N 0.9121 1.3989 4.6256 -0.293 -0.237 0.969 0.07
P -0.0275 0.1071 2.5026 -0.058 0.498 2.117 0.05
O 1.8178 -2.5488 0.7284 -3.887 5.321 -2.943 0.12
```
Positions in Å, forces in eV/Å.

## Properties
Largest force on an atom = 10.5 eV/Å
2S+1 = 5
Net charge = +2
<S²> = 6.09
Orbital gap (alpha / beta) = 7.1 / 4.0 eV
Electronic energy = -63997.5124 eV
HOMO (alpha / beta) = -15.85 / -15.37 eV